The following is a DFT calculation (ωB97M-V with the def2-TZVPD basis set) of a cluster of 2 separate species, C3H8O3 in total in a non-equilibrium geometry.

Last column: Löwdin spin population.
Atoms and positions in Å:
C 1.41 1.51 0.12  0.174
O 0.17 1.09 -0.46  0.439
C 1.12 1.32 1.72  0.075
H 2.31 1.06 -0.17  0.040
H 1.70 2.63 0.14  0.106
H 0.19 1.28 -1.42  0.004
H 2.01 0.90 2.08  0.019
H 1.20 2.19 2.28  0.012
H 0.16 0.82 2.01  0.007
O -1.68 -3.65 -1.88  0.095
C -2.35 -2.88 -1.24  0.005
O -1.80 -1.71 -0.92  0.020
H -3.13 -3.10 -0.54  0.004
H -1.29 -1.46 -1.72  -0.001

Output
**Relative energy (zero: lowest compared OMol25 entry of this formula, charge and spin)**: 188.7 kJ/mol
**2S+1**: 2
**Total charge**: +1
**<S²>**: 0.76
**Gap between HOMO and LUMO (alpha / beta)**: 10.67 / 2.72 eV
**E_LUMO (alpha / beta)**: -3.839 / -10.844 eV
**Electronic energy**: -9370.7413 eV